184
Properties=species:S:1:pos:R:3:forces:R:3 method="wB97M-V/def2-TZVPD" fmax_ev_per_a=3.1 de_lowest_kj_mol=248.7 smiles=COC[C@H](C)N.COC[C@H](C)N.COC[C@H](C)N.COC[C@H](C)N.COC[C@H](C)N.COC[C@H](C)N.COC[C@H](C)N.COC[C@H](C)N.COCCNCCOC.COCCNCCOC e_homo_ev=-8.42 lumo_energy_ev=0.41 gap_ev=8.829
C 4.3317 1.3674 5.0027 1.476 -0.239 -1.320
O 4.1232 2.4907 5.8164 -0.128 -0.647 -0.278
C 3.1054 3.3493 5.3656 0.374 1.229 0.843
C 1.7060 2.9393 5.7012 -0.820 -1.627 -0.505
N 1.2646 1.7746 4.9018 0.231 0.104 -0.488
C -0.1171 1.3632 5.1098 0.352 -0.266 -0.227
C -0.4777 0.1539 4.2701 1.086 -0.126 0.717
O -0.6545 0.5623 2.9326 -0.378 -0.696 -0.423
C -1.0066 -0.5673 2.1472 -0.233 -0.978 0.423
H 5.3885 1.0732 5.0280 -0.020 -0.015 0.871
H 4.3147 1.6276 3.9325 -0.796 0.159 0.003
H 3.7303 0.4756 5.1640 -0.395 0.279 0.297
H 3.2186 3.6599 4.3172 0.101 -0.475 -0.140
H 3.2564 4.2774 5.9309 0.203 -0.499 -0.082
H 1.0218 3.7745 5.5150 0.254 -0.078 0.664
H 1.7339 2.5757 6.7311 -0.319 0.440 0.201
H 1.3660 2.0304 3.9222 0.041 -0.157 0.010
H -0.8457 2.1321 4.8183 -0.100 0.240 0.458
H -0.2175 1.0651 6.1549 -0.215 0.297 0.089
H -1.3060 -0.3763 4.7596 -0.644 0.292 -0.640
H 0.3343 -0.5859 4.3281 0.191 0.145 -0.111
H -1.1677 -0.3915 1.0875 -0.062 0.729 0.147
H -1.8770 -1.0674 2.5879 -0.401 0.314 -0.207
H -0.2776 -1.3887 2.1761 0.564 0.369 0.174
C 2.0154 2.5999 1.2117 -1.131 0.505 -0.134
O 2.2429 1.8311 0.0480 0.160 -0.072 1.102
C 2.9541 0.6467 0.2922 2.264 -1.392 -1.603
C 2.2606 -0.6983 0.1206 -1.060 0.459 -0.163
N 1.6008 -0.7369 -1.1975 0.122 -0.625 0.027
C 1.1354 -2.0727 -1.5246 -0.147 -0.862 -0.231
C 0.2343 -2.7615 -0.5012 0.178 -0.668 0.306
O -1.0596 -2.2007 -0.4379 -0.011 0.377 -0.052
C -2.0949 -3.0259 0.0685 -0.196 -0.510 -1.367
H 2.8606 2.8167 1.8721 0.419 -0.489 -0.304
H 1.2079 2.1506 1.8001 0.039 0.015 0.138
H 1.6686 3.5742 0.8602 -0.112 -0.050 -0.024
H 3.6688 0.6061 1.1223 -0.801 0.563 0.762
H 3.7053 0.5943 -0.5086 -0.192 0.208 -0.270
H 1.5523 -0.9381 0.9215 -0.007 0.273 0.183
H 2.9984 -1.5011 0.1353 0.338 0.249 0.024
H 0.7914 -0.1336 -1.1879 0.006 0.293 0.005
H 1.9389 -2.7926 -1.7395 0.611 0.391 0.745
H 0.7051 -2.1854 -2.5271 -0.580 0.887 0.179
H 0.6508 -2.7698 0.5170 0.240 0.097 -0.189
H 0.2052 -3.8248 -0.7870 -0.305 0.068 0.074
H -1.7504 -4.0583 0.1808 0.097 0.078 0.503
H -2.8209 -3.0956 -0.7525 -0.285 0.080 0.215
H -2.6221 -2.6472 0.9451 0.404 0.101 0.199
C 0.7143 5.2238 3.1120 -1.311 0.413 0.453
C 0.9203 6.2487 4.2449 1.833 0.081 -1.814
C -0.3726 6.6360 4.8922 -0.111 0.321 1.731
O -0.1948 7.4222 6.0822 0.334 -0.119 -0.205
C 0.4411 8.6541 5.8809 0.020 0.803 -0.282
N 1.9624 5.7890 5.1444 -0.584 0.610 1.150
H 1.5598 5.1865 2.4323 -0.014 0.016 -0.031
H -0.1994 5.5591 2.6057 0.323 -0.030 -0.570
H 0.4450 4.2223 3.4540 0.347 -0.028 0.249
H 1.3460 7.1159 3.7133 -0.574 0.258 0.012
H -0.8900 5.7754 5.3219 -0.150 -0.190 -0.558
H -1.0064 7.2085 4.2102 -0.053 -0.298 -0.253
H 0.5696 9.1372 6.8483 0.016 -0.162 0.059
H -0.1464 9.3459 5.2606 -0.240 -0.171 -0.004
H 1.4164 8.5996 5.3847 0.072 -0.317 0.176
H 1.8874 6.2451 6.0496 -0.154 -0.018 -0.027
H 2.9060 5.9674 4.8331 -0.138 0.164 -0.467
C 6.7114 -0.9166 2.4821 -0.223 -0.288 -0.023
C 6.6267 -0.1555 1.1664 0.820 0.065 -0.026
C 8.0556 0.2679 0.8016 1.049 -0.796 0.115
O 8.0838 0.8736 -0.4512 -1.466 0.580 -0.959
C 9.3013 1.0289 -1.1046 1.424 -0.068 1.079
N 5.9695 -0.9608 0.1378 0.416 0.806 -0.291
H 7.0573 -0.3305 3.3318 -0.171 0.158 -0.024
H 7.4305 -1.7342 2.3638 0.138 0.106 -0.115
H 5.7827 -1.4384 2.7179 -0.192 0.404 0.094
H 6.1130 0.8128 1.1236 -0.477 -0.236 0.815
H 8.7161 -0.6170 0.7678 -0.108 -0.080 0.094
H 8.4698 0.9235 1.5819 -0.113 0.119 -0.031
H 9.2183 1.4014 -2.1212 -0.584 -0.165 -0.016
H 9.8753 0.0924 -1.0853 -0.134 -0.105 -0.284
H 9.9390 1.7443 -0.5638 -0.066 0.102 -0.024
H 6.1960 -0.3789 -0.6724 -0.366 -0.707 -0.291
H 6.4344 -1.8541 -0.0064 0.135 0.073 0.123
C -0.6927 -5.6230 -5.4308 0.200 -0.153 -1.441
C -1.0786 -4.7837 -4.2325 1.629 -1.117 0.727
C -1.9609 -5.6086 -3.2701 -2.048 0.667 -2.072
O -1.2919 -6.7673 -2.9130 0.678 0.134 1.443
C -2.0714 -7.8434 -2.3880 0.021 0.660 -1.662
N 0.1824 -4.4595 -3.5131 -0.113 -0.040 0.858
H -0.0983 -6.5048 -5.1870 -0.326 -0.088 0.418
H -0.0567 -5.1163 -6.1645 -0.017 0.538 0.375
H -1.5408 -5.9363 -6.0466 -0.199 -0.113 0.368
H -1.4650 -3.8204 -4.5567 -0.704 -0.216 0.183
H -2.8702 -5.9035 -3.8298 0.052 -0.035 -0.146
H -2.4131 -4.9510 -2.5118 0.746 -0.302 0.766
H -2.6531 -7.6353 -1.4906 0.370 0.196 0.280
H -1.3483 -8.6461 -2.3001 -0.245 -0.235 0.410
H -2.7820 -8.0700 -3.1915 -0.198 -0.455 0.211
H 0.7118 -5.3160 -3.3527 -0.017 -0.113 -0.603
H -0.1026 -4.2996 -2.5427 0.072 0.542 -0.320
C -6.2538 -2.4002 4.8523 -0.285 0.332 -0.413
C -5.1465 -2.9107 3.9226 -0.437 -0.616 0.789
C -5.5915 -4.1685 3.1372 -0.572 1.516 0.633
O -5.9198 -5.2056 4.0460 1.121 -0.373 -0.636
C -5.3982 -6.4680 3.6272 -0.624 0.381 0.557
N -4.6220 -1.9110 3.0190 0.315 0.732 -0.907
H -6.8547 -1.6742 4.2974 -0.032 0.026 0.036
H -5.8293 -1.8842 5.7141 -0.067 -0.036 0.056
H -6.9385 -3.1813 5.1833 0.238 -0.136 0.154
H -4.3439 -3.2706 4.5737 0.232 0.051 -0.184
H -4.7688 -4.3380 2.4392 -0.176 -0.678 -0.073
H -6.5432 -3.9550 2.6335 0.322 0.204 -0.583
H -5.6293 -6.6859 2.5812 -0.213 -0.003 0.007
H -5.9187 -7.1526 4.2955 0.342 -0.440 -0.241
H -4.3132 -6.5337 3.7417 0.028 0.057 0.182
H -4.2035 -1.1032 3.4720 0.229 -0.465 0.545
H -5.3518 -1.4341 2.4803 -0.213 -0.652 0.272
C 1.6522 -1.3033 -5.5554 -0.304 0.217 0.417
C 3.1240 -0.9151 -5.7284 -0.846 0.708 -0.439
C 3.8494 -1.0330 -4.3874 -0.006 0.861 -0.370
O 4.8859 -0.0658 -4.2794 -0.186 0.360 -0.225
C 5.5898 -0.2001 -3.0737 1.133 -1.154 -0.649
N 3.6841 -1.5918 -6.9186 0.861 -0.768 1.284
H 1.1713 -0.5282 -4.9524 0.000 0.046 -0.026
H 1.4400 -2.2257 -5.0056 0.382 -0.267 -0.211
H 1.1277 -1.3253 -6.5099 0.155 -0.101 -0.078
H 3.0664 0.1454 -5.9913 0.345 0.061 0.126
H 4.2853 -2.0417 -4.3186 -0.265 -0.048 0.472
H 3.1553 -0.7346 -3.5905 -0.194 -0.910 0.097
H 5.0505 -0.2188 -2.1244 -0.743 0.459 -0.413
H 6.3905 0.5382 -3.0627 -0.187 0.162 0.118
H 6.0697 -1.1933 -3.1363 0.253 0.060 0.376
H 3.8246 -2.5523 -6.5854 -0.349 -0.134 -0.511
H 4.6635 -1.3163 -7.0161 -0.194 0.438 -0.144
C -5.2338 1.3102 1.4915 -1.121 1.042 0.447
C -6.2522 0.4784 0.7048 2.001 -0.901 -0.631
C -5.4884 -0.3020 -0.3951 -0.428 1.371 -0.035
O -6.3674 -0.9461 -1.2969 -0.063 -0.798 0.229
C -7.2110 -0.1251 -2.0697 0.112 0.421 0.069
N -6.9122 -0.5131 1.5518 -1.634 0.021 -0.519
H -4.4613 0.7684 2.0328 0.002 -0.273 -0.267
H -5.8146 1.8747 2.2307 0.150 -0.199 0.266
H -4.7987 2.1181 0.8985 0.231 -0.352 -0.297
H -6.9419 1.1542 0.1988 -0.076 0.078 0.235
H -4.8267 -1.0511 0.0400 -0.209 -0.209 0.072
H -4.8384 0.4341 -0.8863 -0.082 -0.101 -0.378
H -8.0236 -0.7075 -2.5005 0.328 -0.377 -0.097
H -6.6196 0.3515 -2.8568 -0.175 0.144 -0.112
H -7.7237 0.6408 -1.4816 0.193 0.124 0.019
H -7.0751 -1.3481 0.9828 0.472 -0.033 -0.005
H -7.8890 -0.2207 1.6188 0.190 0.151 0.753
C -1.8060 -1.3249 -5.5553 0.527 0.743 -0.345
C -3.0608 -1.0382 -4.7285 0.514 1.024 -1.442
C -3.0912 0.3992 -4.1542 -1.345 -0.261 1.392
O -2.0524 0.8523 -3.3302 0.052 -0.116 -0.469
C -1.8572 -0.0065 -2.2189 -0.015 1.333 -0.056
N -4.2189 -1.1118 -5.6239 -0.974 -0.624 0.219
H -2.0540 -1.8768 -6.4608 -0.048 -0.476 0.289
H -0.9892 -1.7918 -5.0024 -0.165 -0.147 0.032
H -1.3670 -0.4010 -5.9501 -0.113 0.139 0.205
H -3.1602 -1.8263 -3.9820 -0.218 0.253 0.240
H -4.0358 0.4109 -3.5736 0.066 -0.087 0.336
H -3.3382 1.1826 -4.8751 0.803 -0.304 -0.592
H -1.5359 -0.9806 -2.5776 0.045 -0.141 0.571
H -2.7470 0.0024 -1.5759 -0.187 -0.646 -0.280
H -1.1356 0.5350 -1.6055 0.463 -0.522 -0.077
H -4.4422 -0.2362 -6.0839 0.438 0.086 -0.055
H -5.0606 -1.3251 -5.0963 0.095 -0.128 -0.007
C 1.2540 2.0965 -4.1082 -1.701 -0.036 0.441
C 1.1258 3.4360 -3.3904 0.717 -0.372 0.321
C -0.1039 3.5863 -2.4646 0.198 -1.677 -1.757
O -0.1040 4.9106 -2.0247 0.166 -0.324 0.523
C -0.9736 5.1804 -0.9498 -0.100 0.905 -0.880
N 2.3740 3.5816 -2.5955 -0.799 1.389 0.450
H 0.9877 1.3256 -3.3768 0.242 -0.233 -0.067
H 2.2438 1.8822 -4.4959 0.085 0.318 -0.021
H 0.4807 2.0358 -4.8809 0.219 -0.179 -0.175
H 1.0629 4.2533 -4.1138 0.232 0.006 -0.011
H -0.0551 2.7419 -1.7557 0.455 0.729 0.983
H -1.0188 3.2632 -2.9854 -0.199 0.758 -0.323
H -0.8683 6.2571 -0.7809 0.122 -0.182 0.371
H -0.7013 4.6103 -0.0579 -0.345 -0.087 0.002
H -2.0078 5.0714 -1.3072 -0.023 -0.515 0.538
H 2.1913 3.1526 -1.6831 0.288 -0.468 -0.314
H 2.3337 4.5703 -2.3296 0.541 -0.091 -0.060